Entry 1:
10 unconnected molecules or ions with the total composition C55H125N5O10, computed with ωB97M-V with the def2-TZVPD basis set.

The geometry in XYZ format:
```
195
Properties=species:S:1:pos:R:3:mulliken_charge:R:1
C -1.0662 1.3854 7.7164 -1.827
C -0.9303 0.1494 6.8119 1.534
C -2.3133 -0.1199 6.1471 -1.572
C -2.2552 -1.2726 5.1028 -0.086
C -1.1678 -0.9112 4.0667 -1.273
C 0.2022 -0.6045 4.6426 2.363
N 0.0038 0.4234 5.7127 1.312
O 1.2658 0.8482 6.2144 -0.615
C 0.9409 -1.9031 5.0612 -1.734
C 0.9767 0.0448 3.5377 -2.174
C -0.5260 -1.0162 7.7460 -1.619
H -1.2997 2.2830 7.1628 0.256
H -0.1644 1.6030 8.3591 0.278
H -1.9187 1.1478 8.4130 0.457
H -3.0055 -0.4866 6.9314 0.498
H -2.7906 0.7901 5.6888 0.174
H -3.2758 -1.2086 4.6393 0.180
H -2.1222 -2.2877 5.5525 0.361
H -1.4475 0.0856 3.6981 0.088
H -1.0413 -1.6531 3.3041 0.250
H 0.2491 -2.6998 5.3157 0.385
H 1.5830 -2.2460 4.2562 0.398
H 1.6073 -1.7738 5.9183 0.191
H 1.3466 -0.7231 2.7969 0.233
H 0.3704 0.7279 2.9813 0.415
H 1.8658 0.5992 3.9127 0.439
H -1.0542 -1.0483 8.7072 0.420
H 0.5096 -0.8622 8.0390 0.367
H -0.5118 -2.0196 7.2481 0.260
H 1.5146 0.1099 6.7957 0.314
C -2.0935 4.2426 1.2613 -1.840
C -3.1904 3.8606 0.1765 2.418
C -4.4155 3.5475 1.0952 -1.796
C -5.6494 3.1860 0.3216 0.065
C -5.9849 4.3868 -0.6011 -1.552
C -4.7666 5.0142 -1.3710 1.754
N -3.5697 5.0274 -0.5393 -0.024
O -2.5678 5.5281 -1.3776 -0.347
C -4.5176 4.1331 -2.6412 -1.419
C -5.1186 6.4519 -1.8193 -1.891
C -2.6992 2.7203 -0.5801 -0.792
H -1.1919 4.6620 0.7630 0.255
H -1.8405 3.3493 1.8050 0.277
H -2.5281 4.9657 1.9632 0.560
H -4.0619 2.6869 1.6850 0.433
H -4.5997 4.3592 1.7775 0.471
H -6.4401 2.7797 0.9718 0.501
H -5.3908 2.3955 -0.4132 -0.248
H -6.4056 5.1396 0.0371 0.437
H -6.7751 4.0679 -1.3243 0.469
H -4.8406 3.0977 -2.4878 0.294
H -5.0177 4.5960 -3.4971 0.531
H -3.4832 4.0655 -2.8855 -0.045
H -5.2958 7.0558 -0.8905 0.401
H -4.3799 6.8875 -2.5232 0.420
H -6.0718 6.3206 -2.3411 0.443
H -1.7432 2.9297 -1.0090 -0.462
H -3.4521 2.4012 -1.2757 0.355
H -2.5639 1.8623 0.0689 0.081
H -2.5672 6.4613 -1.1452 0.338
C 6.3951 0.4211 -3.7399 -1.952
C 5.5147 -0.5220 -3.0024 1.831
C 6.1920 -1.9066 -2.7606 -1.044
C 7.2604 -1.7930 -1.6854 -0.863
C 6.5858 -1.3677 -0.3420 -1.150
C 5.8335 -0.0222 -0.5239 1.585
N 4.9788 -0.0990 -1.7131 0.934
O 4.2972 1.1928 -1.8831 0.699
C 4.9383 0.2207 0.7029 -1.817
C 6.8507 1.1432 -0.6352 -1.655
C 4.2930 -0.7234 -3.8328 -2.093
H 7.1737 0.8675 -3.1502 0.372
H 5.8234 1.2145 -4.2311 0.437
H 6.8412 -0.1789 -4.5363 0.476
H 5.4376 -2.5635 -2.3475 0.157
H 6.6113 -2.2081 -3.7504 0.615
H 8.0684 -1.0595 -1.9706 0.310
H 7.8562 -2.7237 -1.7624 0.434
H 7.2784 -1.1778 0.4874 0.539
H 5.9638 -2.1908 -0.0729 0.238
H 5.4479 0.0221 1.6846 0.425
H 4.5552 1.1774 0.6369 0.436
H 4.1294 -0.4402 0.5288 0.008
H 7.8595 0.7916 -0.9741 0.333
H 6.4760 1.9426 -1.2316 0.226
H 7.1593 1.4809 0.3650 0.541
H 4.6732 -0.8465 -4.8689 0.570
H 3.6697 0.1964 -3.8444 0.295
H 3.7289 -1.6604 -3.5550 0.003
H 3.3568 0.9071 -2.1603 -0.347
C 1.3805 -4.5043 -0.0646 -2.067
C 2.1889 -3.9761 -1.2019 2.912
C 3.3122 -4.8952 -1.6506 -1.411
C 2.8515 -6.0551 -2.5279 -0.766
C 2.1782 -5.4518 -3.7249 -1.176
C 0.8765 -4.6195 -3.3124 0.877
N 1.3329 -3.5932 -2.4011 0.673
O 0.1705 -2.8986 -1.8868 1.002
C 0.4690 -3.9132 -4.6436 -1.436
C -0.3857 -5.4898 -2.7839 -1.793
C 2.8296 -2.6309 -0.7346 -1.385
H 0.6847 -3.7666 0.2733 0.189
H 2.0950 -4.8206 0.7770 0.319
H 0.8048 -5.3951 -0.3010 0.458
H 3.9739 -4.2472 -2.2536 0.137
H 3.8261 -5.2955 -0.8588 0.648
H 2.0627 -6.5904 -1.9209 0.266
H 3.6400 -6.7952 -2.6757 0.423
H 1.7823 -6.1387 -4.4915 0.447
H 2.8985 -4.7127 -4.1802 0.226
H -0.2046 -3.1179 -4.3658 0.284
H 1.3457 -3.2898 -4.9604 0.297
H -0.0707 -4.5744 -5.3422 0.398
H -1.0103 -4.8929 -2.1479 0.187
H -0.9514 -5.7362 -3.6514 0.561
H -0.0425 -6.3763 -2.2583 0.373
H 2.0175 -1.9945 -0.3613 -0.287
H 3.4143 -2.2320 -1.6117 -0.316
H 3.5636 -2.8966 0.0648 0.150
H 0.3588 -1.9870 -2.0826 -0.300
C -3.5236 -1.2132 1.3125 -0.616
C -4.5849 -2.1940 0.6820 1.990
C -4.1918 -2.3875 -0.7666 -2.143
C -3.2492 -3.4857 -1.0779 0.145
C -3.7065 -4.8354 -0.3483 -1.622
C -3.7370 -4.5822 1.1946 1.846
N -4.7759 -3.5161 1.3464 0.116
O -4.8846 -3.3260 2.7691 -0.433
C -4.3881 -5.8524 1.8149 -1.984
C -2.3709 -4.1075 1.6861 -1.006
C -5.9659 -1.5014 0.4974 -1.638
H -3.6560 -1.1018 2.4156 -0.211
H -3.7417 -0.2277 0.9005 0.145
H -2.4819 -1.5076 1.0978 0.104
H -5.1554 -2.5506 -1.2511 0.510
H -3.7573 -1.4585 -1.1460 0.300
H -2.2797 -3.1855 -0.8261 -0.415
H -3.1967 -3.7508 -2.1171 0.984
H -2.9095 -5.6179 -0.4963 0.385
H -4.6133 -5.2854 -0.7326 0.365
H -5.4450 -5.7063 1.5739 0.445
H -4.0705 -6.8066 1.4859 0.428
H -4.3128 -5.7707 2.9164 0.335
H -2.3520 -3.8765 2.7605 0.340
H -1.6351 -4.9121 1.5948 0.547
H -1.9816 -3.3366 1.0205 -0.433
H -5.8521 -0.6895 -0.2421 0.271
H -6.3855 -1.1331 1.4340 0.418
H -6.6798 -2.2037 0.0486 0.454
H -5.8535 -3.4233 2.9904 0.344
C 0.1847 3.8084 -4.8484 -0.579
C -0.1817 4.9234 -3.9121 -0.089
O 0.1746 4.4232 -2.5689 -0.690
H 0.4482 4.1175 -5.8898 0.404
H -0.5396 3.0196 -4.6907 0.111
H 1.1715 3.3904 -4.4741 -0.079
H -1.2287 5.1408 -3.9939 0.177
H 0.4028 5.8104 -4.0657 0.363
H -0.5175 4.7814 -1.9585 0.206
C -2.1706 -1.3665 -4.0550 -0.515
C -1.3401 -0.1075 -3.9850 -0.088
O -0.6143 -0.0559 -2.7491 0.126
H -3.1137 -1.4406 -3.3908 0.000
H -1.6742 -2.3186 -3.8034 -0.392
H -2.6930 -1.4519 -4.9972 0.504
H -1.9555 0.8239 -4.0751 0.192
H -0.5872 -0.0950 -4.7796 0.305
H -0.1648 0.8000 -2.5244 0.033
C 4.3904 4.8494 -1.9525 -0.321
C 4.9563 4.7441 -3.3449 -0.270
O 5.9991 3.6995 -3.4271 -0.581
H 4.3620 3.8295 -1.5139 -0.156
H 3.3442 5.2495 -1.9179 0.159
H 4.9885 5.4780 -1.3010 0.344
H 5.5500 5.5681 -3.8093 0.295
H 4.1866 4.3591 -4.0541 0.161
H 5.5997 2.8977 -3.0214 0.042
C -0.2095 5.1921 5.0422 -1.301
C 0.0318 3.7327 4.6215 0.318
O -1.3224 3.1863 4.6434 -0.660
H -1.1081 5.5830 4.4967 0.249
H 0.6880 5.8405 4.7573 0.345
H -0.2407 5.3418 6.1413 0.336
H 0.6727 3.2007 5.2321 0.414
H 0.4024 3.5438 3.5646 -0.027
H -1.1707 2.2518 4.6905 0.099
C 1.3236 0.7182 -0.0091 1.266
C 1.1277 2.1251 -0.5406 -0.171
O 0.7069 1.9478 -1.8968 -0.135
H 1.4943 0.7141 1.0654 -0.279
H 2.2418 0.2425 -0.3686 -1.084
H 0.4673 0.1077 -0.1933 0.088
H 1.9694 2.7883 -0.5285 0.101
H 0.2870 2.6073 -0.1112 0.161
H 0.4340 2.7930 -2.2750 -0.144
```

Output
Energy relative to the best compared isomer or geometry (same formula, charge and spin) (kcal per mole): 87.5
Calculated total energy (eV): -86978.5685
HOMO level (eV): -8.324
Lowest unoccupied orbital energy (eV): 0.49
Molar mass (g/mol): 1016.6
Frontier orbital gap (eV): 8.8
Charge: 0
Structure (SMILES): CC1(C)CCCC(C)(C)N1O.CC1(C)CCCC(C)(C)N1O.CC1(C)CCCC(C)(C)N1O.CC1(C)CCCC(C)(C)N1O.CC1(C)CCCC(C)(C)N1O.CCO.CCO.CCO.CCO.CCO

Entry 2:
20 unconnected molecules or ions with the total composition C55H157N7O27, computed with ωB97M-V with the def2-TZVPD basis set.

The geometry in XYZ format:
```
246
Properties=species:S:1:pos:R:3:mulliken_charge:R:1
C -2.3377 -3.1115 -4.1725 -0.528
O -2.8737 -3.7342 -3.0378 0.715
C -3.0738 -5.1545 -3.1709 -0.941
C -3.3047 -5.6900 -1.7833 -0.609
N -2.1037 -5.6023 -0.9250 -0.100
C -2.3996 -6.1296 0.4303 -0.724
C -1.3134 -5.7801 1.4259 -0.827
O -1.3937 -4.3728 1.5780 0.160
C -0.2940 -3.9576 2.4136 -0.549
H -3.1074 -2.9294 -4.9111 0.351
H -1.5603 -3.7171 -4.6345 0.595
H -1.9164 -2.1764 -3.8612 -0.756
H -2.1964 -5.5657 -3.6717 0.511
H -3.9519 -5.4134 -3.7892 0.343
H -3.7319 -6.6919 -1.8236 0.534
H -4.0338 -5.0091 -1.3286 0.132
H -1.9013 -4.6043 -0.8051 -0.144
H -2.6009 -7.1938 0.2757 0.495
H -3.2533 -5.6244 0.8720 0.252
H -0.3593 -6.1474 1.0963 0.419
H -1.5572 -6.2292 2.4234 0.414
H -0.4442 -2.9711 2.8785 0.117
H 0.5157 -3.8808 1.6798 0.013
H -0.0328 -4.6843 3.2112 0.376
C -0.0586 0.8338 3.2831 -0.128
O -0.2913 1.8240 4.3042 -0.508
C -1.0627 2.8824 3.8458 1.422
C -1.6099 3.6436 5.0678 -1.041
N -2.7061 4.5233 4.6806 -0.164
C -4.0249 3.9027 4.7811 0.530
C -4.5327 3.5927 6.1945 -0.873
O -4.3017 4.7376 6.9846 -0.299
C -4.6798 4.5305 8.3231 -0.788
H 0.6244 0.0793 3.6616 0.446
H 0.4054 1.2881 2.3927 -0.077
H -1.0023 0.3245 3.0258 0.199
H -1.8791 2.4507 3.2701 -1.101
H -0.5010 3.5633 3.1803 0.111
H -0.7939 4.2565 5.4994 0.422
H -1.9936 2.9006 5.7452 0.225
H -2.7515 5.3475 5.2731 0.384
H -3.9724 2.8995 4.2660 -0.361
H -4.7628 4.5159 4.2590 -0.099
H -4.0718 2.7038 6.6576 0.371
H -5.5896 3.4774 6.0821 0.559
H -3.9416 3.8238 8.7870 0.297
H -5.7226 4.1678 8.3876 0.301
H -4.5518 5.4958 8.7991 0.247
C 11.1959 -5.7659 1.6942 -0.754
O 10.9717 -5.0682 0.4985 -0.326
C 11.5437 -3.8085 0.4400 -0.497
C 11.0793 -3.0842 -0.7798 -1.007
N 9.6403 -2.7813 -0.7264 -0.105
C 9.0860 -2.0102 -1.8675 -1.390
C 7.6149 -1.7279 -1.6288 0.428
O 6.8749 -3.0140 -1.8507 -0.511
C 5.4754 -2.8912 -1.8324 -0.529
H 12.2806 -5.7982 1.9147 0.349
H 10.8923 -6.7869 1.4622 0.236
H 10.7250 -5.3063 2.5902 0.268
H 12.6220 -3.9133 0.4478 0.525
H 11.1726 -3.1815 1.2332 0.277
H 11.3270 -3.6774 -1.6360 0.418
H 11.6534 -2.1654 -0.8475 0.423
H 9.1227 -3.6513 -0.6688 0.194
H 9.2811 -2.4737 -2.8313 0.385
H 9.6195 -1.0668 -1.9162 0.490
H 7.1588 -0.9608 -2.2634 0.507
H 7.4969 -1.4653 -0.5706 -0.278
H 5.1583 -2.2316 -0.9626 0.099
H 5.0457 -3.8889 -1.6573 0.295
H 5.0238 -2.4751 -2.7232 0.508
C -4.8240 -2.6306 2.8031 -0.679
O -4.9921 -2.0391 1.5067 -0.489
C -3.8622 -2.1621 0.6368 1.232
C -2.6733 -1.3086 0.9396 0.502
N -2.6905 0.0972 0.5695 2.115
C -3.6916 0.8496 1.2604 -1.143
C -3.7192 2.2454 0.7183 -0.477
O -4.6556 2.9522 1.4908 -0.376
C -4.6939 4.3972 1.4123 -0.194
H -4.5093 -3.6866 2.6614 0.168
H -5.8382 -2.6337 3.2150 0.330
H -4.1787 -2.0606 3.4455 0.285
H -4.2683 -1.8632 -0.3399 -1.079
H -3.5648 -3.2053 0.6829 -0.059
H -1.7865 -1.8079 0.4648 -1.436
H -2.4755 -1.3929 2.0199 0.591
H -2.9122 0.1973 -0.4025 -1.007
H -3.3881 0.9406 2.3128 0.271
H -4.7049 0.4411 1.2233 0.035
H -4.0579 2.1836 -0.3262 0.547
H -2.7115 2.6836 0.7743 0.216
H -4.7979 4.7133 0.3569 -0.397
H -3.7719 4.8561 1.7557 0.376
H -5.5645 4.6595 1.9933 0.439
C 5.7022 -5.6280 1.3672 -0.572
O 6.2659 -5.1786 2.6034 -0.421
C 7.5410 -4.5492 2.3710 -0.988
C 7.4822 -3.1484 1.8556 1.498
N 7.4971 -2.1412 2.8788 -0.487
C 6.1890 -1.9102 3.4572 0.353
C 6.1840 -0.8172 4.5360 -0.824
O 4.8420 -0.6470 4.9546 0.026
C 4.6978 0.0707 6.1291 -0.990
H 4.8038 -6.1920 1.6538 0.296
H 6.4195 -6.2289 0.7761 0.300
H 5.4161 -4.7864 0.7464 0.098
H 8.1071 -5.1883 1.6887 0.380
H 8.0312 -4.5069 3.3338 0.418
H 6.6792 -3.0670 1.1110 -0.759
H 8.3980 -3.0203 1.2617 0.033
H 7.7599 -1.2082 2.5260 0.407
H 5.8362 -2.8150 3.9079 0.012
H 5.4656 -1.6442 2.6557 -0.467
H 6.6181 0.1060 4.1172 0.337
H 6.8409 -1.0635 5.3862 0.430
H 3.6441 0.0748 6.4214 0.246
H 5.0317 1.0848 6.0082 0.338
H 5.2493 -0.4097 6.9340 0.368
C -3.9726 4.2770 -3.1769 -0.558
O -5.1264 4.8169 -2.5213 -0.026
C -5.5648 5.9891 -3.1650 -0.719
C -6.7099 6.5195 -2.3122 -0.758
N -6.2459 7.0368 -0.9788 -0.231
C -7.2483 7.7967 -0.2173 -0.644
C -6.7134 8.3763 1.0101 -0.719
O -6.2040 7.3330 1.8346 -0.152
C -5.7792 7.8437 3.0688 -0.583
H -4.1795 4.1786 -4.2598 0.400
H -3.6469 3.3117 -2.7497 -0.453
H -3.1239 4.9252 -3.0029 0.500
H -5.7905 5.7997 -4.2080 0.407
H -4.7289 6.6604 -3.0720 0.359
H -7.5113 5.7743 -2.1642 0.299
H -7.1895 7.3979 -2.7718 0.505
H -5.9308 6.2698 -0.3862 0.093
H -8.1002 7.1428 -0.0230 0.319
H -7.5648 8.5892 -0.8919 0.413
H -7.4412 8.9280 1.5741 0.450
H -5.8694 9.0205 0.7461 0.361
H -5.4855 6.9972 3.6984 -0.047
H -6.5190 8.4333 3.6194 0.336
H -4.9400 8.5285 2.8711 0.357
C 2.8059 -2.3048 0.8493 1.152
O 2.4023 -1.0126 0.3964 0.263
C 1.2990 -0.9822 -0.4616 1.161
C 1.1220 0.4707 -0.9154 -1.398
N -0.1017 0.8050 -1.6059 1.841
C -0.3342 0.0435 -2.7873 2.051
C -1.7074 0.2984 -3.2848 -1.522
O -2.5898 -0.3600 -2.4559 1.401
C -3.9065 -0.0956 -2.8355 -0.139
H 2.8480 -2.9974 0.0092 0.103
H 2.1738 -2.8030 1.6271 -0.379
H 3.7838 -2.1561 1.2945 -1.086
H 0.4130 -1.3428 0.1050 -0.302
H 1.5124 -1.6663 -1.2994 -0.711
H 2.0027 0.7095 -1.5617 -0.145
H 1.2054 1.0474 0.0092 0.573
H -0.8745 0.6509 -0.9734 -0.370
H -0.2477 -1.0249 -2.6473 -1.046
H 0.3821 0.3139 -3.5489 -1.053
H -1.8347 -0.0410 -4.3120 -0.494
H -1.8599 1.3593 -3.2853 0.683
H -4.6258 -0.6411 -2.2201 -0.054
H -4.0599 -0.3644 -3.8941 -0.309
H -4.1291 0.9975 -2.8784 -0.333
C 0.7745 -1.7049 -6.0437 -0.529
O -0.5791 -1.3307 -6.4060 -0.476
H 1.0212 -1.2579 -5.0990 -0.016
H 0.8329 -2.8071 -5.9950 0.309
H 1.5052 -1.3611 -6.7604 0.416
H -0.5620 -0.3987 -6.6417 0.291
C 2.3186 5.8541 0.5297 -0.792
O 2.2685 4.4979 0.8482 -0.513
H 2.5972 6.0452 -0.5092 0.266
H 1.3275 6.2629 0.6052 0.286
H 3.0329 6.3654 1.1739 0.296
H 1.6647 4.1224 0.2060 0.393
C 3.3507 1.6528 2.7341 0.326
O 4.0294 2.7866 2.1845 -0.556
H 4.1499 1.0329 3.0984 -0.092
H 2.7501 1.9911 3.5765 0.445
H 2.7800 1.1129 1.9929 -0.368
H 3.3729 3.2737 1.6589 0.500
C -6.0077 -3.1136 -3.0860 -0.077
O -6.2477 -4.2864 -3.8385 -0.554
H -6.8897 -2.4330 -3.0444 0.444
H -5.6690 -3.3431 -2.0801 0.145
H -5.2439 -2.5038 -3.6274 -0.311
H -6.9829 -4.7727 -3.4377 0.308
C -0.6044 4.3274 -1.6791 -0.660
O 0.3870 3.5922 -1.0529 -0.516
H -0.3652 4.5007 -2.7077 0.368
H -1.5842 3.8129 -1.6734 -0.211
H -0.7832 5.2337 -1.1253 0.516
H 0.1285 2.6358 -1.1346 0.313
C -6.9136 1.8437 -4.3771 -0.610
O -6.5703 0.4530 -4.2834 -0.309
H -7.5242 2.1933 -3.5576 0.284
H -5.9900 2.4070 -4.4563 0.090
H -7.4474 2.1036 -5.3242 0.417
H -6.2390 0.2183 -5.1641 0.212
C -6.9685 0.6629 -0.2822 0.289
O -7.9997 0.9510 0.6620 -0.641
H -7.4939 0.3517 -1.2063 0.298
H -6.2795 1.4855 -0.4708 -0.220
H -6.3862 -0.1550 0.1070 0.065
H -7.5679 1.3780 1.3906 0.321
C 1.3572 2.5656 -4.3513 -0.138
O 2.4763 3.0062 -5.0826 -0.573
H 1.0022 1.6824 -4.8708 0.092
H 1.6102 2.2814 -3.3383 0.092
H 0.5872 3.3257 -4.1945 0.249
H 2.7402 3.8310 -4.6583 0.359
C 0.8804 -4.0394 -1.9164 -0.333
O 2.1724 -3.4774 -2.2309 -0.491
H 0.6830 -3.9033 -0.8567 -0.171
H 0.1057 -3.5330 -2.4801 -0.003
H 0.9267 -5.1438 -1.9876 0.652
H 2.4510 -3.5682 -3.1402 0.255
C 3.1764 -3.7971 4.9133 -0.173
O 1.9514 -4.4680 4.5800 -0.483
H 3.9714 -4.2373 4.3634 0.059
H 3.0313 -2.7422 4.5873 0.005
H 3.3400 -3.8660 5.9908 0.317
H 2.1702 -5.4226 4.5648 0.278
C 3.8099 -0.5070 -3.8303 -0.497
O 3.8338 -1.5007 -4.8295 -0.531
H 3.8109 0.4975 -4.2418 0.487
H 2.9075 -0.6603 -3.2169 0.126
H 4.6705 -0.4742 -3.1621 0.030
H 4.6663 -1.3651 -5.2811 0.300
C 5.6819 0.9774 0.0491 0.135
O 6.2130 1.7894 1.0847 -0.692
H 6.4065 0.2755 -0.3044 -0.123
H 4.7619 0.5104 0.3649 -0.090
H 5.4102 1.6101 -0.8308 0.313
H 5.4552 2.2994 1.4751 0.537
C -3.9786 -0.0928 -6.9626 -0.184
O -5.1610 -0.7798 -6.5493 -0.593
H -3.8166 -0.2373 -8.0399 0.328
H -4.0844 0.9877 -6.8076 0.227
H -3.1285 -0.4438 -6.3833 -0.147
H -5.0111 -1.7233 -6.4708 0.304
```

Output
Calculated total energy (eV): -125279.4088
HOMO level (eV): -8.595
Lowest unoccupied orbital energy (eV): 0.21
Molar mass (g/mol): 1348.9
Frontier orbital gap (eV): 8.8
Charge: 0

molar mass of number 2 (C55H157N7O27)? 1348.9 g/mol

The lowest molar mass belongs to which entry? C55H125N5O10

Which of these has the highest lowest unoccupied orbital energy? C55H125N5O10